No. 1
# C47H112N7O9Y

C47H112N7O9Y as an isolated structure in a non-equilibrium geometry (ωB97M-V with the def2-TZVPD basis set, OMol25).

Each line ends with the Löwdin charge.
Cartesian coordinates (Å):
Y1 1.594381 -4.465460 -3.091443  1.848
C1 -0.868975 -0.884090 -1.648095  -0.005
C2 0.471557 -1.479957 -1.206440  -0.511
C3 0.805479 -1.541059 0.281744  -0.032
O1 0.813892 -2.600860 -1.983183  -0.352
H1 -0.650920 -0.314646 -2.551651  0.039
H2 -1.347987 -0.089109 -1.070710  0.070
H3 -1.598642 -1.642749 -1.934650  0.082
H4 1.190263 -0.757664 -1.624589  0.093
H5 0.504172 -0.602366 0.743138  0.063
H6 1.780244 -1.989808 0.464414  0.080
H7 0.119971 -2.247058 0.777853  0.067
C4 -1.811074 -3.845371 -4.301187  -0.080
O2 -0.967362 -4.590814 -3.403521  -0.222
H8 -1.766443 -4.057150 -5.367365  0.100
H9 -2.818980 -3.865044 -3.886447  0.111
H10 -1.549261 -2.793353 -4.187271  0.045
H11 -1.397874 -5.435243 -3.220904  0.096
C5 5.594754 -2.754467 -1.038606  -0.026
C6 4.280430 -2.745734 -1.846807  -0.372
C7 4.448389 -2.758646 -3.350561  -0.142
O3 3.130391 -2.754815 -3.950496  -0.323
C8 2.695065 -1.409485 -4.223214  -0.046
N1 3.603197 -4.042483 -1.556633  -0.010
H12 5.525858 -2.669376 0.047191  0.094
H13 6.135835 -1.836526 -1.288753  0.093
H14 6.235244 -3.615363 -1.241634  0.089
H15 3.682009 -1.929331 -1.443095  0.124
H16 4.922488 -3.679741 -3.697538  0.140
H17 5.007367 -1.902933 -3.726547  0.148
H18 2.896073 -1.148435 -5.266147  0.112
H19 2.955754 -0.629506 -3.515030  0.093
H20 1.603087 -1.433342 -4.316141  0.070
H21 4.312606 -4.775581 -1.569297  0.098
H22 3.352572 -4.002068 -0.568024  0.082
C9 0.617265 -2.221354 4.333002  -0.071
C10 -0.364625 -1.581835 5.320145  -0.411
C11 -0.200002 -2.225988 6.706475  -0.238
O4 -0.948024 -1.480666 7.618075  -0.181
C12 -1.043875 -2.143645 8.878224  -0.083
N2 -0.066496 -0.150060 5.444101  0.069
H23 1.685304 -2.059375 4.514952  0.081
H24 0.532774 -1.788230 3.330052  0.051
H25 0.507209 -3.309376 4.336518  0.067
H26 -1.370343 -1.811330 4.949885  0.129
H27 0.872446 -2.172847 6.967423  0.135
H28 -0.371075 -3.310875 6.711814  0.123
H29 -1.166318 -3.221628 8.778838  0.084
H30 -1.867685 -1.773544 9.486222  0.089
H31 -0.143713 -1.891148 9.444111  0.093
H32 -0.515479 0.249320 4.612475  0.063
H33 -0.720335 0.226166 6.134953  0.090
C13 2.486359 2.687354 -1.967398  -0.039
C14 3.730740 1.825747 -1.865069  -0.423
C15 4.982390 2.593702 -1.456145  -0.233
O5 4.815841 3.148452 -0.185149  -0.194
C16 5.980198 3.657290 0.419896  -0.090
N3 3.554714 0.772373 -0.846680  0.060
H34 2.287801 3.171196 -1.010020  0.076
H35 1.618914 2.155260 -2.358177  0.060
H36 2.697829 3.516896 -2.652036  0.090
H37 3.997188 1.385127 -2.833310  0.125
H38 5.081567 3.393816 -2.214587  0.129
H39 5.954781 2.104387 -1.583652  0.125
H40 6.542553 4.260143 -0.297071  0.092
H41 6.662904 2.849277 0.715882  0.090
H42 5.795606 4.188417 1.348717  0.091
H43 2.694723 0.316208 -1.146414  0.021
H44 3.378054 1.225707 0.044656  0.068
C17 -0.808007 -5.149238 0.722290  -0.020
C18 0.667412 -5.163512 0.283397  -0.380
C19 1.591068 -5.984892 1.166079  -0.202
O6 2.908596 -5.927670 0.666962  -0.216
C20 3.816111 -6.712915 1.427772  -0.071
N4 0.715495 -5.779783 -1.090999  -0.016
H45 -0.952184 -4.642568 1.673934  0.087
H46 -1.095129 -6.203909 0.747223  0.095
H47 -1.428751 -4.617642 0.000367  0.079
H48 1.037720 -4.136437 0.282620  0.096
H49 1.174722 -7.001867 1.116005  0.142
H50 1.500434 -5.662612 2.206419  0.146
H51 3.843654 -6.330035 2.450634  0.102
H52 4.788029 -6.598802 0.948305  0.092
H53 3.662333 -7.793892 1.498666  0.101
H54 -0.190813 -6.184582 -1.304930  0.082
H55 1.383771 -6.539226 -0.952741  0.086
C21 -1.254079 -0.644743 -5.418770  -0.044
C22 -1.160200 0.714319 -6.160814  -0.506
C23 -2.329297 0.785390 -7.142040  -0.151
C24 -2.589886 2.191339 -7.658085  -0.168
C25 -2.865181 3.149546 -6.494140  -0.124
C26 -1.650663 3.187120 -5.519426  -0.493
N5 -1.361460 1.770258 -5.178106  -0.080
O7 -0.350417 1.749351 -4.160895  -0.045
C27 -0.512094 4.028713 -6.070904  -0.019
C28 -2.203824 3.796900 -4.205531  -0.032
C29 0.133509 0.875714 -6.994959  -0.018
H56 -0.422928 -0.721600 -4.711427  0.040
H57 -1.162849 -1.472240 -6.121156  0.086
H58 -2.173606 -0.607434 -4.834631  0.097
H59 -2.240971 0.088377 -7.977544  0.125
H60 -3.224163 0.439794 -6.608853  0.121
H61 -3.433540 2.150841 -8.349029  0.117
H62 -1.744499 2.524058 -8.263496  0.104
H63 -3.727874 2.803303 -5.912345  0.112
H64 -3.283589 4.122584 -6.760620  0.128
H65 -0.802836 5.080683 -6.053266  0.092
H66 0.332443 3.933737 -5.385560  0.086
H67 -0.267165 3.827653 -7.111712  0.070
H68 -2.420571 4.858356 -4.325187  0.090
H69 -3.127881 3.309692 -3.894885  0.080
H70 -1.469266 3.665297 -3.412007  0.072
H71 0.995559 0.854465 -6.313404  0.071
H72 0.253397 1.820923 -7.517544  0.066
H73 0.347278 0.074573 -7.706492  0.085
H74 -0.743690 1.130529 -3.539734  0.052
C30 -4.307703 -1.067251 3.163391  -0.026
C31 -4.118819 -1.140695 1.638247  -0.484
C32 -5.499718 -1.241482 0.935778  -0.143
C33 -6.207267 0.113182 0.855560  -0.184
C34 -5.304745 1.176845 0.259523  -0.143
C35 -3.959295 1.357489 0.945276  -0.494
N6 -3.363303 0.011078 1.112908  -0.102
O8 -2.095256 -0.012867 1.693728  -0.035
C36 -3.032001 2.096217 -0.057860  -0.029
C37 -4.067804 2.149276 2.247803  0.000
C38 -3.436607 -2.466413 1.198036  -0.043
H75 -5.187597 -0.557183 3.555937  0.080
H76 -4.438430 -2.045828 3.643008  0.087
H77 -3.388895 -0.679237 3.606668  0.073
H78 -5.387109 -1.540485 -0.110493  0.116
H79 -6.179903 -1.889511 1.488391  0.125
H80 -7.130043 0.038432 0.279089  0.117
H81 -6.505986 0.342644 1.884463  0.109
H82 -5.941684 2.058286 0.154749  0.130
H83 -5.079197 0.902711 -0.777610  0.115
H84 -3.020239 1.650155 -1.056054  0.068
H85 -2.022442 2.000476 0.351223  0.059
H86 -3.264916 3.149532 -0.212730  0.094
H87 -4.628628 1.510409 2.929791  0.070
H88 -4.653187 3.048412 2.061198  0.095
H89 -3.087210 2.374417 2.660228  0.069
H90 -2.628585 -2.644671 1.915908  0.066
H91 -4.153155 -3.264283 1.399357  0.086
H92 -3.129059 -2.481130 0.154943  0.069
H93 -1.536980 -0.243767 0.944094  0.048
C39 0.904032 1.587655 2.440542  -0.048
C40 0.957449 3.031874 2.995817  -0.477
C41 -0.217613 3.762230 2.320779  -0.136
C42 -0.547541 5.080366 3.010854  -0.185
C43 -0.763182 4.922154 4.509521  -0.146
C44 0.344830 4.150538 5.237433  -0.510
N7 0.729455 2.957421 4.456466  -0.103
O9 1.722921 2.193049 5.082226  -0.030
C45 1.537040 5.100389 5.420150  -0.022
C46 -0.254526 3.740813 6.573817  -0.037
C47 2.256056 3.707759 2.534049  -0.022
H94 0.103907 0.929768 2.776284  0.052
H95 1.842731 1.044263 2.583863  0.086
H96 0.752166 1.777898 1.372303  0.072
H97 0.099021 4.114904 1.332028  0.120
H98 -1.157299 3.234739 2.162569  0.089
H99 -1.393874 5.563656 2.514299  0.114
H100 0.222003 5.855917 2.912140  0.105
H101 -1.778621 4.530515 4.639509  0.116
H102 -0.839626 5.927946 4.932088  0.126
H103 2.434022 4.526249 5.664359  0.086
H104 1.807977 5.705987 4.557387  0.068
H105 1.308195 5.748059 6.268205  0.087
H106 -1.214144 3.233365 6.447922  0.079
H107 0.472570 3.152074 7.131235  0.087
H108 -0.604059 4.610656 7.136104  0.089
H109 3.079491 3.273203 3.110591  0.089
H110 2.328814 4.788455 2.611310  0.077
H111 2.487050 3.400769 1.509227  0.061
H112 1.399639 1.289295 4.933942  0.052

Force components x, y, z for each atom (eV/Å):
-1.7 4.9 3.8
-0.2 0.2 -0.6
1.5 1.5 -1.0
-2.0 -1.6 -0.2
0.6 -3.9 -1.4
0.0 -0.4 -0.3
0.1 -0.5 0.7
-0.1 0.0 0.3
0.0 0.5 0.4
1.0 0.3 0.1
0.4 0.9 0.1
-0.1 -0.1 -0.1
-0.8 1.7 0.6
1.2 -0.9 -0.6
0.1 -0.7 0.2
-0.1 -0.4 -0.4
0.4 -0.1 0.1
-0.1 0.1 -0.1
0.6 1.1 -0.6
1.1 -1.2 1.1
0.1 0.4 0.1
0.0 -0.1 0.3
-2.1 0.0 -1.7
-1.1 -0.4 0.0
-0.8 -0.2 -0.1
0.2 -0.2 -0.2
-0.1 0.0 -0.3
-0.3 0.1 -0.5
0.2 0.1 0.2
0.0 -0.1 0.0
1.1 0.1 0.3
0.4 -0.4 0.3
0.0 -0.1 0.8
0.1 0.1 0.0
-0.4 -0.4 -0.1
0.5 0.0 -0.2
1.1 -0.9 0.5
1.3 0.5 -0.6
-1.1 -0.9 0.5
0.5 0.6 0.3
-1.5 0.2 -0.8
-0.2 0.3 0.8
-0.6 -0.3 -0.1
-0.3 0.0 -0.4
-0.2 0.3 0.1
0.0 0.3 0.0
-0.8 0.1 -0.1
0.1 -0.1 -0.1
-0.2 0.3 -0.5
0.2 -0.4 0.1
0.5 0.2 -0.1
0.5 -0.1 0.4
0.7 1.0 -0.5
0.9 -0.3 1.2
0.2 1.7 -1.3
-0.7 -0.1 0.7
1.1 -0.6 -0.3
-0.3 -0.8 -1.0
-0.2 -0.3 0.1
0.0 -0.1 0.2
-0.2 -0.1 -0.1
-0.2 -0.2 0.0
-0.1 0.3 0.2
-0.3 -0.9 0.4
-0.1 0.4 0.1
-0.1 -0.2 -0.2
-0.6 0.3 -0.3
-0.1 -0.1 0.7
0.0 0.0 0.0
0.9 -0.3 -0.2
-0.4 0.9 0.2
-1.2 -0.3 0.1
-0.5 -0.4 -0.3
0.9 0.2 0.4
1.2 0.3 -0.7
0.0 -0.3 0.1
-0.5 0.1 0.4
0.1 0.0 -0.1
0.0 -0.1 -0.5
0.4 -0.3 0.2
0.3 0.2 0.0
0.2 0.0 0.0
0.0 0.2 0.2
-0.8 0.1 -0.4
0.0 -0.1 0.2
-0.2 -0.3 -0.4
0.9 1.1 -0.1
0.4 0.1 -1.4
-1.0 0.0 0.4
-0.3 0.3 -0.2
-0.1 -0.7 0.3
-1.9 0.2 0.1
-0.5 0.3 0.4
0.3 -0.4 -0.6
0.0 0.2 0.4
0.5 0.0 -0.1
1.2 -0.4 1.0
0.0 -0.1 0.0
-0.4 0.0 -0.1
-0.2 -0.4 -0.2
0.5 0.0 0.1
-0.1 0.2 0.0
-0.1 0.1 0.1
0.0 0.1 0.1
0.2 -0.7 0.0
1.0 0.3 -0.4
-0.1 0.0 0.1
0.3 0.0 -0.4
0.2 -0.3 0.1
0.1 0.0 -0.1
0.0 -0.2 -0.1
0.0 0.2 0.1
-0.1 0.0 0.1
-0.5 0.0 0.0
-0.5 -0.1 0.0
0.0 0.3 0.3
0.4 -0.9 0.6
-1.4 -0.3 -0.7
-0.3 1.6 -0.3
0.3 -0.4 0.8
-0.8 -0.6 -0.6
0.6 0.7 -0.5
-1.3 -1.1 -1.2
0.6 0.5 0.3
0.4 -0.3 0.4
-0.4 -0.7 -0.3
0.1 0.4 1.8
0.1 0.6 -0.5
0.2 -0.3 -0.5
-0.2 0.3 0.1
0.2 -0.5 0.2
0.4 -0.5 -0.1
0.0 -0.1 0.0
-0.1 0.5 -0.1
0.7 0.5 0.3
-0.1 -0.2 0.0
-0.2 -0.3 0.1
0.1 0.4 -0.1
-0.1 0.0 0.4
0.1 0.3 0.3
0.2 0.2 0.1
0.0 0.1 0.1
0.4 -0.1 -0.5
0.0 -0.1 -0.2
0.1 0.2 0.0
0.2 0.0 0.2
0.8 0.4 -0.6
-1.1 -0.2 0.2
0.2 1.8 -0.1
0.3 0.7 0.5
-0.9 0.4 -0.8
0.0 0.4 -0.8
-1.8 0.1 -0.8
0.6 0.1 -0.2
0.3 -0.3 0.8
-0.1 0.0 0.2
0.9 -1.1 0.2
-0.3 0.5 0.3
0.1 0.1 0.0
0.2 -0.5 -0.2
0.2 -0.7 -0.2
0.2 -0.6 0.4
-0.3 -0.2 0.2
0.4 -0.4 -0.4
0.3 -0.6 0.3
0.2 -0.1 0.2
-0.1 0.0 0.2
-0.4 0.0 -0.1
0.2 0.2 -0.1
0.4 -0.6 -0.3
-0.3 0.0 0.3
0.7 0.2 0.1
0.0 0.2 0.2
-0.4 0.0 0.0
-0.2 0.2 -0.1
0.0 0.0 0.7

## Properties
- 2S+1: 1
- Total charge: +2
- Gap between HOMO and LUMO: 3.20 eV
- LUMO energy: -0.268 Eh

=====

No. 2
# C4H4Br3P

C4H4Br3P as an isolated structure in a non-equilibrium geometry (ωB97M-V with the def2-TZVPD basis set, OMol25).

Each line ends with the Löwdin spin population.
Cartesian coordinates (Å):
C1 2.124857 0.301823 0.283732  0.310
C2 1.021041 -0.452288 0.550308  0.020
C3 -0.609924 1.011753 -1.464445  0.775
C4 -0.332515 -0.156550 0.035105  0.462
P1 -1.854909 -1.026279 0.047943  0.085
Br1 -2.314624 1.407397 -1.996996  0.182
Br2 -3.090275 0.266018 1.465867  0.112
Br3 -1.412706 -2.717398 1.442043  -0.001
H1 2.937227 -0.005875 0.835171  0.021
H2 2.335766 1.125738 -0.443121  0.015
H3 0.947718 -1.346842 1.296270  -0.006
H4 0.248342 1.592505 -2.051876  0.024

Force components x, y, z for each atom (eV/Å):
-0.9 0.1 -0.9
-3.5 0.1 -0.3
3.0 -0.6 1.6
1.7 1.8 -2.8
-0.4 -0.3 0.5
-0.2 0.1 -0.1
0.2 -0.1 -0.1
0.1 -0.1 0.0
2.1 -0.4 1.0
-1.0 -0.9 0.7
0.8 1.9 -1.3
-1.9 -1.6 1.7

## Properties
- 2S+1: 3
- Total charge: 0
- Expectation value of S²: 2.040
- Gap between HOMO and LUMO (alpha / beta): 7.87 / 7.44 eV
- LUMO energy (alpha / beta): 0.001 / -0.076 Eh

=====

Number 1: total energy -2956.0544 a.u.. Number 2: total energy -8218.0473 a.u..